(1)
# C8H20As2F12MgO4

A structure of composition C8H20As2F12MgO4 in a non-equilibrium geometry (ωB97M-V with the def2-TZVPD basis set, OMol25).

Total energy: -6488.0735 Eh
LUMO: -0.67 eV
Frontier orbital gap: 0.413 hartree
Total charge: 0
E_HOMO: -11.9172 eV

Cartesian coordinates (Å):
Mg -0.1970 0.1376 -0.0870
As 0.9784 1.2878 3.1613
F -0.3787 2.3932 3.6880
F 1.7502 2.6542 2.4138
F 2.3933 0.2198 2.7970
F 0.1692 -0.0480 4.0010
F 0.1557 0.8526 1.6315
F 1.7639 1.7456 4.6813
As 1.7998 -2.8946 0.8884
F 0.4045 -3.6446 0.0437
F 2.5852 -4.4693 1.1549
F 3.1531 -2.1221 1.7483
F 1.0226 -1.2621 0.4995
F 0.8865 -2.9473 2.3961
F 2.7196 -2.7464 -0.6666
C -2.5003 -0.6956 1.5830
O -1.8898 -0.5662 0.3419
C -2.3015 -1.6386 -0.5741
C -1.5572 -1.5515 -1.9659
O -0.2451 -0.9410 -1.7197
C 0.6424 -1.0394 -2.8140
H -2.3402 0.1061 2.3039
H -2.1596 -1.6098 2.0688
H -3.5903 -0.6995 1.5803
H -3.3905 -1.5933 -0.5624
H -2.0211 -2.6042 -0.1533
H -2.0865 -0.8949 -2.6565
H -1.4337 -2.5635 -2.3513
H 0.9495 -2.0832 -2.8807
H 1.4687 -0.3314 -2.7514
H 0.1605 -0.8509 -3.7734
C -2.5788 1.9169 -0.8149
O -1.1640 1.6815 -0.6576
C -0.3504 2.4698 -1.5482
C 1.0124 2.4270 -0.9670
O 1.3946 1.0468 -0.6203
C 2.7844 0.8929 -0.2493
H -2.9558 1.7681 -1.8268
H -2.9123 2.9326 -0.6024
H -3.2330 1.2967 -0.2022
H -0.6932 3.4957 -1.6824
H -0.2949 2.0367 -2.5469
H 0.9299 3.0412 -0.0703
H 1.7024 2.8543 -1.6946
H 3.0438 -0.1082 0.0950
H 3.0228 1.6326 0.5149
H 3.3805 1.0162 -1.1535

Formally, the Löwdin partial charges of the atoms, in units of the elementary charge, are as follows: Mg 0.48; As 0.91; F -0.30; F -0.24; F -0.25; F -0.25; F -0.24; F -0.27; As 0.95; F -0.27; F -0.26; F -0.25; F -0.28; F -0.24; F -0.28; C -0.07; O -0.27; C -0.06; C -0.06; O -0.26; C -0.04; H 0.11; H 0.12; H 0.10; H 0.14; H 0.13; H 0.13; H 0.14; H 0.11; H 0.10; H 0.10; C -0.02; O -0.21; C -0.14; C -0.12; O -0.27; C -0.02; H 0.10; H 0.11; H 0.10; H 0.15; H 0.14; H 0.14; H 0.15; H 0.08; H 0.10; H 0.10

***

(2)
# C16H22N2O

The molecule C16H22N2O (ωB97M-V with the def2-TZVPD basis set, OMol25).

Total energy: -807.6368 Eh
SMILES string: C[C@H]1CCCCN1C[C@@H](O)c1c[nH]c2ccccc12
LUMO: 0.82 eV
Frontier orbital gap: 0.321 hartree
Total charge: 0
ΔE to the lowest compared entry with this formula, charge and spin: 139.65 kJ/mol
E_HOMO: -7.9232 eV

Cartesian coordinates (Å):
C -2.5998 0.7427 2.7851
C -2.2611 0.8883 1.3004
C -2.8319 2.1895 0.7046
C -2.0458 3.4209 1.1483
C -0.5648 3.2240 0.8400
C -0.0838 1.9308 1.5072
N -0.8224 0.7548 1.0940
C -0.4773 0.2508 -0.2191
C -0.6350 -1.2944 -0.2641
O -1.4832 -1.7016 -1.3237
C 0.6967 -1.9732 -0.3347
C 1.2341 -2.8281 0.5814
N 2.4677 -3.2507 0.1687
C 2.7529 -2.6788 -1.0364
C 3.8715 -2.8028 -1.8502
C 3.8855 -2.0930 -3.0311
C 2.8134 -1.2746 -3.3964
C 1.7014 -1.1477 -2.5949
C 1.6548 -1.8571 -1.3929
H -2.2817 1.6080 3.3584
H -3.6737 0.6262 2.9089
H -2.1028 -0.1366 3.1860
H -2.7280 0.0464 0.7774
H -2.7942 2.1239 -0.3858
H -3.8802 2.2849 0.9924
H -2.1737 3.5798 2.2210
H -2.4275 4.3073 0.6355
H -0.4189 3.1533 -0.2405
H 0.0199 4.0698 1.2063
H -0.1918 2.0267 2.5914
H 0.9748 1.7608 1.2950
H -1.1054 0.6760 -1.0182
H 0.5612 0.5138 -0.4300
H -1.1467 -1.6122 0.6494
H -0.9818 -1.6486 -2.1453
H 0.8199 -3.1628 1.5127
H 3.0662 -3.8837 0.6710
H 4.7001 -3.4344 -1.5644
H 4.7392 -2.1664 -3.6882
H 2.8646 -0.7314 -4.3286
H 0.8876 -0.5006 -2.8906

Formally, the Löwdin partial charges of the atoms, in units of the elementary charge, are as follows: C -0.05; C -0.37; C -0.15; C -0.20; C -0.18; C -0.19; N -0.14; C -0.13; C -0.31; O -0.02; C -0.13; C -0.03; N 0.08; C -0.21; C -0.02; C -0.10; C -0.10; C -0.03; C -0.13; H 0.06; H 0.08; H 0.08; H 0.14; H 0.11; H 0.11; H 0.10; H 0.11; H 0.11; H 0.11; H 0.11; H 0.12; H 0.12; H 0.12; H 0.14; H 0.08; H 0.12; H 0.16; H 0.11; H 0.10; H 0.10; H 0.11